DFT (wB97M-V/def2-TZVPD) results for 13 unconnected molecules or ions with the total composition C45H123O40P7 at a distorted geometry.

Values from the calculation:
**Net charge**: 0
**HOMO-LUMO gap**: 9.3 eV
**Highest occupied orbital energy**: -8.878 eV
**Relative energy (zero: lowest compared OMol25 entry of this formula, charge and spin)**: 0.000 eV
**M**: 1521.3 g mol⁻¹
**Lowest unoccupied orbital energy**: 0.442 eV
**Energy**: -195588.637 eV

```
215
Properties=species:S:1:pos:R:3:forces:R:3:lowdin_charge:R:1
P 17.8623 24.5791 15.1633 0.933 -1.249 0.465 0.347
P 22.4329 23.2372 17.6900 0.299 -0.947 -0.574 0.402
P 13.9675 13.4730 16.0525 1.431 -0.993 1.644 0.338
P 17.5188 20.0848 20.0890 -0.772 1.249 -0.216 0.365
P 11.9274 17.0447 12.9189 1.571 0.724 1.178 0.229
P 23.6572 21.6034 11.7985 -0.560 2.494 0.208 0.311
P 16.5403 20.8824 10.6919 -0.438 -1.207 1.370 0.318
O 18.5321 23.5869 14.0733 -1.131 0.313 0.698 -0.252
O 15.3553 13.4980 15.2903 -1.199 0.516 0.023 -0.201
O 19.1901 25.0297 15.9154 0.104 0.149 -0.132 -0.224
O 17.2818 25.7824 14.3617 0.308 1.207 -1.370 -0.200
O 17.2182 15.7090 18.9485 2.332 1.009 1.026 -0.226
O 24.7011 22.7484 11.4302 -1.354 0.985 0.864 -0.177
O 14.1575 12.1545 16.9230 -0.179 0.440 0.035 -0.224
O 11.0402 16.5371 11.7781 -1.345 -1.179 -0.839 -0.192
O 12.1360 18.5370 12.5209 -0.715 0.990 -0.763 -0.214
O 16.9022 22.2956 10.1960 0.209 2.448 -0.132 -0.200
O 16.8102 20.6299 12.1256 0.110 0.008 -0.916 -0.224
O 18.0361 21.2584 21.0574 -2.157 0.180 0.509 -0.230
O 22.4366 24.3737 16.5749 0.164 -0.951 -0.582 -0.245
O 22.7699 17.6587 17.9841 0.592 0.215 -0.797 -0.192
O 14.9850 20.7543 10.4143 -0.016 0.054 -1.555 -0.217
O 11.0587 16.9903 14.1962 -2.551 0.627 0.832 -0.222
O 18.5142 14.5973 16.5553 0.475 -0.023 0.796 -0.225
O 15.8117 16.5003 10.5527 -0.788 1.179 0.044 -0.171
O 18.7115 19.4854 19.5204 0.485 -1.137 -0.102 -0.209
O 20.3797 19.1313 14.9727 0.214 -0.666 -0.317 -0.173
O 24.0078 14.7646 16.1098 0.392 -0.070 0.914 -0.181
O 23.9971 20.3850 11.1514 0.503 -2.671 -1.228 -0.175
O 18.0981 15.4855 9.5404 0.435 -0.044 -0.883 -0.207
O 23.5487 21.5560 13.3659 0.336 -0.486 0.704 -0.248
O 16.8593 24.0448 16.0850 -0.103 -0.239 -0.096 -0.216
O 23.1750 16.2895 10.2953 0.488 0.858 1.764 -0.192
O 13.6752 14.6150 16.9128 -0.541 0.306 -0.345 -0.204
O 20.9457 22.6726 17.7443 0.034 0.126 1.221 -0.241
O 13.1644 16.3486 13.2242 1.045 -0.974 -0.170 -0.213
O 10.2223 19.7919 18.1816 0.636 0.742 -0.476 -0.191
O 16.4043 19.3232 20.9157 0.740 -0.296 0.293 -0.208
O 21.7099 16.0422 12.5202 0.445 0.633 0.826 -0.208
O 12.9245 13.0666 14.9756 0.428 -0.234 -0.635 -0.181
O 17.2606 19.9710 9.6148 -0.207 0.401 0.409 -0.190
O 22.5370 24.2415 18.9497 0.465 -0.438 -0.147 -0.226
O 22.2444 22.2755 11.4968 1.603 -0.094 -0.728 -0.203
O 17.5694 18.9994 15.0944 -0.866 -0.855 -0.407 -0.172
O 12.6996 18.8934 16.5110 0.265 -0.452 -0.316 -0.205
O 16.5286 20.6396 18.9594 0.289 0.732 0.450 -0.222
O 23.4199 22.1255 17.4819 -0.820 1.762 0.531 -0.259
C 23.2224 16.3577 17.6986 0.913 -0.094 0.373 -0.214
C 14.6181 10.8796 16.4127 -0.553 1.974 0.938 -0.053
C 14.4472 21.1348 9.1040 -0.885 0.631 1.069 -0.059
C 16.2162 15.1263 18.1859 -0.327 0.327 -0.674 -0.135
C 12.9093 19.5063 13.2425 -0.486 0.080 1.281 -0.047
C 16.9562 14.7134 9.8988 1.917 -0.671 0.962 -0.221
C 17.8527 26.2545 13.0797 -0.240 -1.373 1.026 -0.028
C 16.3797 15.3618 11.1062 -0.058 -0.183 0.181 -0.235
C 19.2433 15.1814 17.6696 -0.335 1.182 -1.231 -0.170
C 11.6257 16.1475 10.5253 -1.090 0.698 -0.113 -0.044
C 18.3998 16.2972 18.3108 -0.343 -2.133 0.948 -0.133
C 24.2450 16.0428 9.4338 -0.317 0.359 -0.728 -0.131
C 21.1070 21.5836 11.9149 -1.994 -0.430 0.145 -0.105
C 13.2228 17.5651 16.7062 -0.885 -0.020 -0.959 -0.080
C 18.8332 14.9529 8.4110 -2.138 0.773 0.014 -0.067
C 9.1478 19.4166 18.9776 -0.674 -0.336 -0.145 -0.140
C 16.1437 18.9804 14.9675 -0.169 0.442 -0.500 -0.081
C 22.2968 17.3077 12.2266 -0.585 -0.415 0.508 -0.204
C 23.6447 25.1628 18.9440 0.959 0.691 0.089 -0.110
C 24.3872 20.6238 14.0654 -0.280 -0.578 1.067 -0.059
C 18.5166 19.3639 9.9821 -0.211 1.029 1.511 -0.060
C 15.9568 18.0707 20.3480 1.199 -0.591 -0.218 -0.068
C 23.8579 18.5706 17.8983 0.019 0.846 -0.320 -0.098
C 18.6188 22.1917 14.5438 1.653 0.102 -1.109 -0.045
C 17.0144 21.3941 17.8415 0.485 -0.396 -0.882 -0.089
C 23.4293 16.0657 16.2373 -0.844 -1.092 -1.190 -0.199
C 15.7112 14.7477 14.6463 0.938 -0.417 0.275 -0.068
C 11.4304 19.1443 18.5740 -0.805 -0.464 0.555 -0.195
C 19.3193 13.6388 15.8559 0.287 2.792 -0.348 -0.068
C 19.1377 25.5279 17.2555 -1.443 1.712 -0.504 -0.088
C 15.5180 17.5188 11.4690 0.810 1.628 0.285 -0.103
C 12.5763 19.6061 17.7016 0.221 0.499 0.791 -0.208
C 22.8076 24.1488 15.1842 0.461 2.130 -0.039 -0.061
C 24.4214 24.0033 12.1387 1.742 0.198 0.021 -0.082
C 24.4662 14.5299 14.8162 0.878 0.106 -0.874 -0.132
C 20.4743 19.5808 16.2839 0.406 2.332 0.314 -0.116
C 9.6961 17.5895 14.2075 1.018 -1.089 0.583 -0.012
C 20.6086 15.6795 11.7524 -1.026 0.730 -1.251 -0.123
C 19.6570 17.9284 14.8287 0.580 -0.271 -1.680 -0.181
C 16.8573 23.4349 11.1338 1.141 -1.065 -1.224 -0.032
C 20.5379 21.8027 18.9008 0.320 0.071 -0.687 -0.027
C 17.0567 22.0873 21.7967 0.036 0.531 -0.212 -0.072
C 18.3094 18.1714 14.1841 0.893 1.676 0.442 -0.171
C 11.6580 13.6257 14.8311 -1.598 -0.232 -0.038 -0.100
C 23.5454 17.0613 11.5065 0.447 -1.872 -2.168 -0.161
H 10.8003 15.8252 9.8724 0.418 -0.254 0.420 0.099
H 13.5373 19.7010 18.2373 -0.141 -0.633 0.128 0.125
H 19.4640 19.8215 16.6659 0.551 -0.280 0.223 0.076
H 15.9388 18.1349 19.2674 -0.003 0.069 -0.295 0.072
H 23.4117 24.3676 12.1320 -0.720 -0.505 -0.203 0.077
H 14.9667 17.8730 20.6806 -0.731 -0.024 0.524 0.081
H 13.3849 21.1445 9.2778 -0.499 -0.247 0.011 0.079
H 21.5605 17.9256 11.7119 0.187 0.199 -0.250 0.130
H 24.3993 16.9424 8.8416 0.568 0.194 -0.145 0.085
H 17.6616 21.8329 14.8547 -0.517 -0.255 0.046 0.067
H 14.6525 22.1680 8.8059 0.678 -0.226 0.275 0.088
H 20.8463 15.5270 10.6489 -0.177 0.309 1.324 0.091
H 18.9186 15.7304 7.6415 -0.016 -0.027 0.178 0.086
H 9.7248 18.5308 13.7031 -0.093 0.474 -0.670 0.075
H 16.4399 18.0440 11.8533 -0.471 -0.463 -0.593 0.083
H 19.3797 19.9453 9.6821 -0.073 0.270 -0.591 0.078
H 12.9902 17.0019 15.7523 0.612 0.569 1.264 0.081
H 17.8921 23.5569 11.3928 0.360 0.425 0.329 0.065
H 17.1806 15.6324 11.8662 -0.918 -0.536 -0.628 0.141
H 12.3726 20.5076 13.1866 0.956 -1.276 -0.248 0.120
H 21.0667 20.5238 16.1930 -0.633 -0.287 0.198 0.089
H 23.8622 25.5588 19.9488 -0.599 -0.572 -0.073 0.086
H 17.3323 13.7198 10.1835 -0.368 -0.206 -0.294 0.132
H 16.4192 14.0462 17.9724 -0.454 0.861 0.114 0.104
H 18.5842 19.3127 11.0886 -0.169 -0.387 -0.599 0.069
H 19.7720 13.0122 16.5605 0.973 -1.158 0.972 0.065
H 18.4756 18.4260 9.5228 0.342 -1.547 -0.438 0.070
H 24.1413 19.5705 13.8458 -0.244 0.539 -0.076 0.082
H 19.4937 14.4894 18.4408 -0.044 -1.098 0.497 0.116
H 15.9340 14.4455 13.6528 0.633 0.045 -0.839 0.057
H 17.2234 22.4428 18.0371 -0.057 0.042 0.538 0.070
H 23.7347 14.8542 14.1022 -0.683 0.171 -0.628 0.056
H 18.4637 18.7551 13.2629 -0.071 -0.191 0.018 0.104
H 24.7862 23.9266 13.1683 -0.185 -0.143 -0.175 0.076
H 18.8429 24.7882 17.9626 0.313 -0.959 0.410 0.066
H 11.2371 18.0760 18.4774 0.276 -0.333 -0.125 0.110
H 16.5698 15.0532 15.2260 0.452 0.436 -0.352 0.064
H 20.3621 22.3753 11.9350 -0.439 -0.186 0.251 0.081
H 15.7066 19.5347 14.1015 0.920 -0.228 0.323 0.071
H 11.9798 17.0752 10.1278 0.781 0.299 -0.694 0.080
H 13.9154 19.4589 12.8372 0.002 0.637 -0.151 0.055
H 19.0368 21.6026 13.6820 -0.738 0.561 0.947 0.083
H 24.2101 16.4131 12.0835 -0.133 -0.161 0.290 0.121
H 20.3189 14.7339 12.1842 -0.537 -0.316 -0.088 0.082
H 19.5746 17.3513 15.7302 -0.155 -0.008 0.812 0.106
H 16.6466 17.2402 20.6078 -0.509 0.648 -0.009 0.099
H 14.0099 10.6464 15.5897 -0.773 -0.713 -1.242 0.064
H 10.9519 13.2461 15.5588 0.068 -0.224 0.698 0.088
H 21.2178 21.1721 12.9323 -0.038 -0.013 -0.449 0.089
H 19.3522 22.1702 15.3572 -0.209 -0.115 0.005 0.081
H 16.1639 14.6640 9.1593 0.108 -0.019 -0.531 0.130
H 14.8881 18.3026 10.9914 0.384 -0.710 0.123 0.091
H 15.5823 14.6706 11.4793 0.570 0.546 0.406 0.134
H 20.0928 14.2258 15.2775 -0.491 -0.870 0.356 0.104
H 11.6126 14.7068 14.9103 0.371 0.076 -0.420 0.068
H 20.7117 20.8034 11.2019 0.931 0.651 0.611 0.092
H 25.4205 20.7572 13.7994 0.510 0.257 -0.087 0.088
H 18.9590 16.8331 19.1040 -0.291 -0.478 -0.386 0.129
H 23.8793 15.2921 8.7480 0.115 -0.402 -0.246 0.080
H 18.7056 13.0616 15.2087 -0.639 -0.301 -0.628 0.074
H 15.2864 15.3212 18.7414 0.180 -0.641 -0.232 0.090
H 16.3448 22.6245 21.1039 0.784 -0.796 0.557 0.101
H 24.4581 18.4555 18.8159 0.098 0.223 -0.407 0.096
H 16.4768 24.3048 10.6376 -0.242 0.248 -0.481 0.088
H 20.5015 20.7516 18.5836 0.087 0.542 -0.022 0.060
H 14.6374 20.4570 8.2936 0.623 -0.530 -0.053 0.084
H 16.1378 15.7142 17.2634 -0.236 -0.469 -0.243 0.071
H 16.4788 21.5738 22.6054 0.616 -0.143 -0.993 0.093
H 17.9401 20.9306 17.4283 -0.776 0.209 0.211 0.074
H 9.3477 19.6256 20.0264 0.182 -0.410 0.395 0.081
H 15.0135 15.5707 14.5514 -0.857 -0.317 0.568 0.062
H 24.1218 17.9385 11.2964 0.042 0.849 -0.546 0.096
H 18.3132 26.2958 17.3571 0.959 -0.446 -0.292 0.107
H 20.2679 17.3093 14.1439 -0.369 0.013 0.107 0.112
H 17.9204 17.2108 13.9117 -1.028 -0.620 0.157 0.106
H 18.1669 25.3189 12.5988 0.058 0.752 -0.422 0.056
H 18.1854 14.1675 8.0035 0.716 -0.225 -0.220 0.084
H 15.6306 11.0373 16.0886 0.618 -0.615 0.207 0.082
H 8.2693 20.0370 18.7562 0.268 -0.203 -0.399 0.089
H 23.6222 24.9339 14.9497 -0.685 -1.695 0.529 0.111
H 19.7403 16.4403 11.8308 1.159 -1.048 -0.093 0.100
H 20.2099 15.5564 17.2808 -0.277 0.217 0.102 0.108
H 16.2094 21.3949 17.1004 0.274 -0.137 0.066 0.083
H 14.2865 17.5870 16.9579 0.052 -0.006 -0.219 0.074
H 14.3884 10.2484 17.2544 0.682 -0.730 -0.044 0.092
H 15.7097 17.9844 14.9329 0.250 -0.488 -0.015 0.072
H 24.5919 24.6737 18.6323 -0.675 0.178 -0.121 0.095
H 22.4861 15.9733 15.6719 0.000 0.696 0.134 0.125
H 25.1931 15.6984 9.8678 -0.262 0.099 0.350 0.091
H 8.9103 18.3456 18.7828 -0.066 0.475 0.501 0.098
H 19.5426 22.1008 19.2413 0.324 0.184 -0.334 0.064
H 17.6833 22.8371 22.2915 -0.187 -0.110 -0.174 0.079
H 18.1252 17.0148 17.5886 -0.612 0.947 -1.049 0.094
H 24.6732 13.4697 14.5871 -0.137 0.357 0.699 0.097
H 23.4521 19.5931 17.8150 0.092 -0.374 0.361 0.066
H 23.4560 26.0759 18.3310 -0.109 -0.982 0.081 0.093
H 17.0667 26.7777 12.5538 -0.217 -0.119 -0.065 0.087
H 21.0938 19.0105 16.9756 -0.398 -0.822 -0.077 0.077
H 12.6911 17.0995 17.5342 0.072 -0.334 -0.091 0.072
H 23.0521 23.1093 14.9038 -0.078 0.688 0.394 0.070
H 16.3101 23.2154 12.0070 -0.770 -0.409 0.961 0.077
H 12.9627 19.2148 14.3181 -0.089 0.314 -0.678 0.078
H 21.2411 21.9093 19.7264 0.026 0.073 -0.087 0.092
H 24.0766 16.8013 15.7518 -0.032 0.144 0.063 0.113
H 20.0975 25.9901 17.4459 0.100 -0.157 0.227 0.083
H 8.9939 16.8587 13.7639 0.329 0.576 0.272 0.099
H 24.2439 20.8070 15.1494 0.063 -0.014 -0.642 0.088
H 19.8191 14.6396 8.6738 0.559 -0.509 0.404 0.063
H 24.2393 16.1951 18.1127 -0.512 -0.046 0.433 0.134
H 15.0260 17.1736 12.3560 -0.579 -0.471 0.365 0.047
H 22.6055 17.8151 13.1377 -0.472 0.042 0.523 0.113
H 12.3556 20.6366 17.4861 -0.241 0.523 -0.591 0.124
H 25.0135 24.7770 11.6589 0.180 -0.126 -0.207 0.089
H 22.5076 15.6958 18.1640 -0.055 -0.469 -0.014 0.120
H 24.4986 18.4649 16.9771 -0.526 -0.312 0.863 0.092
H 25.3868 15.1100 14.5736 -0.265 -0.250 0.331 0.096
H 9.4886 17.8165 15.2548 -0.083 -0.357 -0.122 0.089
H 11.5683 19.2909 19.6596 0.334 0.327 -0.254 0.129
H 21.9751 24.5779 14.6215 -0.228 -0.692 -0.147 0.082
H 18.6811 26.9317 13.2377 0.233 0.004 0.244 0.086
H 12.4001 15.4169 10.6792 0.232 -0.280 -0.093 0.087
H 11.2761 13.1962 13.9127 -0.021 0.611 -0.535 0.093
H 15.7448 19.4507 15.8549 0.001 0.172 0.358 0.068
```
Positions in Å, forces in eV/Å.